(1)
Formula: C70H74Co2N2O5P
Source: OMol25
Level of theory: the ωB97M-V functional and the def2-TZVPD basis

Structure (XYZ):
```
154
Properties=species:S:1:pos:R:3
C -0.151 -0.159 1.181
C -1.465 -0.057 1.944
C -2.532 -0.682 1.033
C -1.421 -0.912 3.208
C -1.822 1.428 2.297
C -2.795 2.038 1.493
C -3.658 2.983 2.037
C -3.390 3.445 3.317
C -2.130 3.260 3.895
C -1.797 4.311 5.006
C -0.313 4.570 5.158
C -2.408 3.846 6.334
C -2.392 5.688 4.668
C -1.332 2.172 3.418
N -0.065 1.838 4.047
C 0.051 1.378 5.442
C 1.524 1.505 5.744
N 2.154 1.616 4.416
C 3.591 1.446 4.294
C 4.124 0.117 4.288
C 3.359 -1.246 4.412
C 4.040 -2.343 3.572
C 1.919 -1.236 3.944
C 3.409 -1.675 5.886
C 5.509 -0.041 4.269
C 6.367 1.036 4.138
C 5.852 2.316 4.222
C 4.484 2.556 4.355
C 4.163 4.062 4.632
C 4.929 4.968 3.658
C 4.595 4.441 6.061
C 2.702 4.394 4.491
C 1.188 1.907 3.464
C 1.363 2.236 2.132
C 2.628 2.455 1.476
C 3.611 1.441 1.364
C 4.812 1.699 0.716
C 5.048 2.954 0.143
C 4.062 3.952 0.208
C 2.842 3.690 0.819
H 0.687 0.187 1.794
H 0.048 -1.200 0.887
H -0.169 0.466 0.280
H -3.528 -0.616 1.485
H -2.552 -0.219 0.040
H -2.309 -1.746 0.874
H -2.402 -0.916 3.701
H -1.151 -1.948 2.957
H -0.686 -0.528 3.915
H -2.961 1.710 0.466
H -4.531 3.335 1.489
H -4.145 4.036 3.837
H 0.133 4.883 4.207
H -0.136 5.364 5.900
H 0.202 3.687 5.524
H -3.502 3.928 6.301
H -2.165 2.802 6.559
H -2.041 4.470 7.161
H -3.484 5.702 4.725
H -2.023 6.438 5.381
H -2.089 6.009 3.665
H -0.582 1.976 6.105
H -0.285 0.331 5.555
H 1.758 2.416 6.322
H 1.945 0.663 6.309
H 4.986 -2.681 4.008
H 3.383 -3.221 3.513
H 4.223 -1.997 2.547
H 1.329 -0.511 4.497
H 1.836 -1.034 2.870
H 1.466 -2.224 4.134
H 2.962 -0.919 6.541
H 2.858 -2.615 6.023
H 4.447 -1.830 6.205
H 5.946 -1.034 4.357
H 7.436 0.878 4.020
H 6.547 3.153 4.228
H 4.804 4.634 2.622
H 4.544 5.994 3.739
H 5.996 5.004 3.905
H 4.053 3.852 6.814
H 5.670 4.287 6.206
H 4.375 5.504 6.236
H 2.145 3.912 5.291
H 2.528 5.476 4.594
H 2.309 4.076 3.520
H 0.460 2.533 1.590
H 3.393 0.452 1.780
H 5.573 0.918 0.664
H 6.013 3.164 -0.322
H 4.232 4.942 -0.224
H 2.023 4.415 0.813
O 2.231 -2.147 -7.597
C 1.252 -2.167 -6.986
Co -0.193 -2.254 -5.998
C 0.009 -0.874 -4.933
O 0.145 0.109 -4.327
C -1.125 -1.597 -7.338
O -1.630 -1.079 -8.246
C -0.425 -4.011 -5.834
C 0.287 -3.440 -4.717
C 1.394 -3.725 -3.928
C 2.184 -2.730 -3.268
C 3.594 -2.734 -3.428
C 4.354 -1.687 -2.926
C 3.738 -0.652 -2.206
C 2.358 -0.686 -1.967
C 1.585 -1.709 -2.499
Co -1.581 -3.509 -4.539
C -1.910 -2.484 -3.166
O -2.170 -1.837 -2.238
C -2.018 -5.118 -4.032
O -2.371 -6.187 -3.737
P -3.400 -3.223 -5.685
C -4.060 -1.534 -5.936
C -5.320 -1.319 -6.518
C -5.785 -0.012 -6.703
C -5.016 1.075 -6.260
C -3.793 0.854 -5.622
C -3.316 -0.448 -5.470
C -3.385 -3.957 -7.367
C -3.748 -3.253 -8.522
C -3.638 -3.861 -9.776
C -3.163 -5.171 -9.884
C -2.814 -5.885 -8.732
C -2.925 -5.279 -7.476
C -4.882 -4.030 -4.939
C -5.650 -5.007 -5.590
C -6.712 -5.625 -4.919
C -7.029 -5.252 -3.610
C -6.281 -4.259 -2.966
C -5.218 -3.644 -3.632
H -0.247 -4.910 -6.391
H 1.814 -4.723 -4.089
H 4.050 -3.554 -3.990
H 5.434 -1.677 -3.091
H 4.333 0.180 -1.825
H 1.881 0.097 -1.372
H 0.515 -1.791 -2.275
H -5.924 -2.171 -6.841
H -6.746 0.154 -7.192
H -5.375 2.096 -6.407
H -3.195 1.689 -5.246
H -2.351 -0.622 -4.983
H -4.146 -2.243 -8.448
H -3.926 -3.300 -10.669
H -3.069 -5.640 -10.866
H -2.453 -6.912 -8.799
H -2.654 -5.839 -6.577
H -5.423 -5.289 -6.619
H -7.289 -6.400 -5.428
H -7.862 -5.731 -3.090
H -6.522 -3.961 -1.944
H -4.644 -2.859 -3.133
```

Output
charge = -1
relative energy (zero: lowest compared OMol25 entry of this formula, charge and spin) = 0.000 eV
E_HOMO = -2.4 eV

***

(2)
Formula: C71H172N12O16
Source: OMol25
Level of theory: the ωB97M-V functional and the def2-TZVPD basis

Structure (XYZ):
```
271
Properties=species:S:1:pos:R:3
C 6.228 -7.638 -0.202
C 4.779 -8.185 -0.103
C 3.647 -7.349 -0.744
O 3.158 -6.143 -0.166
C 2.610 -6.375 1.120
N 4.811 -9.588 -0.637
H 6.835 -8.217 0.494
H 6.360 -6.617 0.157
H 6.587 -7.686 -1.230
H 4.425 -8.429 0.899
H 2.740 -7.941 -0.863
H 3.928 -7.070 -1.760
H 3.492 -6.471 1.754
H 1.892 -7.194 1.131
H 2.021 -5.518 1.445
H 5.553 -10.077 -0.156
H 3.997 -10.158 -0.459
C 6.032 0.000 -6.772
C 4.631 0.457 -6.289
C 4.165 -0.262 -5.024
O 3.016 0.377 -4.423
C 2.357 -0.531 -3.487
N 4.623 1.953 -6.190
H 6.074 -1.080 -6.911
H 6.802 0.116 -6.009
H 6.540 0.500 -7.596
H 3.874 0.247 -7.045
H 4.875 -0.152 -4.204
H 4.104 -1.319 -5.285
H 1.329 -0.245 -3.267
H 2.893 -0.429 -2.544
H 2.345 -1.563 -3.838
H 3.996 2.310 -5.483
H 4.517 2.384 -7.097
C -3.255 -5.318 -3.141
C -3.573 -5.435 -1.655
C -2.377 -5.694 -0.826
O -1.602 -6.819 -1.208
C -0.226 -6.766 -0.706
N -4.378 -4.316 -1.308
H -4.275 -5.362 -3.523
H -2.558 -6.048 -3.551
H -2.896 -4.326 -3.414
H -4.221 -6.311 -1.655
H -2.722 -6.027 0.153
H -1.891 -4.735 -0.643
H 0.498 -6.617 -1.507
H 0.085 -7.732 -0.308
H 0.036 -5.975 -0.003
H -4.198 -4.008 -0.363
H -4.265 -3.540 -1.945
C -5.899 -1.185 0.017
C -6.695 -1.508 -1.323
C -5.956 -1.222 -2.646
O -4.614 -1.830 -2.767
C -4.170 -1.927 -4.059
N -7.072 -2.893 -1.267
H -6.319 -1.734 0.860
H -5.881 -0.137 0.317
H -4.848 -1.473 -0.026
H -7.552 -0.839 -1.402
H -5.724 -0.157 -2.628
H -6.617 -1.496 -3.468
H -3.159 -2.336 -4.058
H -4.060 -1.070 -4.724
H -4.659 -2.743 -4.591
H -6.129 -3.253 -1.300
H -7.500 -3.194 -2.131
C -3.196 -5.576 3.197
C -2.976 -4.061 3.054
C -1.536 -3.775 2.335
O -1.335 -2.421 2.647
C -0.705 -2.172 3.834
N -4.016 -3.372 2.277
H -4.201 -5.844 3.521
H -2.490 -5.842 3.984
H -2.817 -6.106 2.323
H -2.954 -3.592 4.038
H -1.189 -4.077 1.347
H -0.869 -4.400 2.929
H -0.305 -1.164 3.720
H 0.212 -2.742 3.978
H -1.302 -2.375 4.723
H -4.768 -3.490 2.940
H -3.759 -2.404 2.407
C 7.176 -6.267 -9.289
O 7.359 -4.987 -8.715
C 7.862 -4.883 -7.371
C 6.702 -4.992 -6.456
N 7.172 -4.800 -5.068
C 6.112 -4.126 -4.280
C 4.764 -4.809 -4.265
O 3.848 -3.705 -3.831
C 2.478 -4.183 -3.784
H 6.449 -6.692 -8.597
H 8.025 -6.939 -9.156
H 6.741 -6.330 -10.286
H 8.337 -3.918 -7.193
H 8.630 -5.619 -7.135
H 6.116 -5.911 -6.436
H 6.100 -4.125 -6.726
H 8.044 -4.298 -4.981
H 5.943 -3.167 -4.771
H 6.421 -4.022 -3.240
H 4.699 -5.701 -3.643
H 4.545 -5.016 -5.313
H 2.369 -5.189 -4.189
H 1.782 -3.652 -4.434
H 2.148 -4.373 -2.763
C -3.177 0.678 3.511
O -2.581 0.634 2.264
C -2.416 1.938 1.639
C -2.438 1.748 0.070
N -1.256 1.102 -0.311
C -1.338 -0.294 0.067
C -0.480 -1.238 -0.818
O 0.835 -1.486 -0.414
C 1.452 -2.600 -1.138
H -2.523 1.313 4.109
H -3.371 -0.313 3.921
H -4.177 1.101 3.417
H -1.582 2.500 2.062
H -3.212 2.649 1.860
H -2.573 2.684 -0.473
H -3.399 1.275 -0.130
H -0.618 1.599 0.294
H -2.385 -0.544 -0.101
H -1.127 -0.400 1.131
H -0.647 -1.001 -1.868
H -0.979 -2.207 -0.797
H 0.967 -2.821 -2.089
H 1.398 -3.437 -0.442
H 2.525 -2.503 -1.306
C 2.057 3.863 1.918
O 1.608 3.547 0.589
C 2.547 2.817 -0.210
C 2.159 2.769 -1.639
N 2.045 4.087 -2.099
C 1.056 4.230 -3.128
C 0.954 5.651 -3.633
O 0.507 6.509 -2.568
C 0.399 7.905 -2.816
H 2.650 4.777 1.933
H 2.506 3.092 2.545
H 1.183 4.027 2.548
H 2.594 1.787 0.142
H 3.537 3.201 0.035
H 1.288 2.129 -1.780
H 2.953 2.127 -2.023
H 1.707 4.727 -1.395
H 0.116 4.039 -2.611
H 1.022 3.468 -3.907
H 0.244 5.676 -4.460
H 1.943 6.002 -3.926
H -0.553 8.185 -2.366
H 0.120 8.019 -3.863
H 1.210 8.593 -2.575
C 4.546 3.929 8.777
O 4.929 3.949 7.370
C 4.074 4.966 6.781
C 3.518 4.399 5.442
N 2.937 3.150 5.613
C 1.509 3.221 5.723
C 0.895 1.844 5.952
O 1.182 1.362 7.288
C 0.473 0.109 7.637
H 3.628 3.356 8.908
H 4.502 4.900 9.270
H 5.210 3.263 9.328
H 4.652 5.887 6.706
H 3.129 5.223 7.258
H 4.400 4.279 4.812
H 2.881 5.083 4.881
H 3.242 2.740 6.484
H 1.036 3.692 4.862
H 1.224 3.809 6.596
H 1.202 1.068 5.251
H -0.183 1.922 5.817
H 0.738 -0.655 6.907
H -0.610 0.232 7.616
H 0.798 -0.217 8.625
C -4.534 2.438 -3.196
C -3.401 3.041 -4.101
C -3.734 3.066 -5.639
C -4.894 4.073 -5.920
C -4.631 5.470 -5.379
C -3.992 5.519 -3.939
N -3.023 4.442 -3.741
O -2.526 4.480 -2.432
C -3.263 6.923 -3.907
C -5.216 5.477 -2.879
C -2.171 2.144 -3.957
H -4.717 3.162 -2.402
H -4.113 1.560 -2.705
H -5.430 2.186 -3.764
H -2.844 3.345 -6.203
H -4.070 2.108 -6.037
H -5.745 3.641 -5.393
H -5.151 4.028 -6.978
H -5.582 5.974 -5.207
H -4.089 6.120 -6.066
H -4.005 7.709 -3.768
H -2.611 7.002 -3.036
H -2.643 7.081 -4.789
H -6.028 4.823 -3.195
H -4.928 5.100 -1.897
H -5.624 6.478 -2.736
H -1.366 2.503 -4.598
H -2.305 1.143 -4.370
H -1.772 2.134 -2.943
H -1.572 4.416 -2.516
C -4.906 6.182 5.454
C -5.587 5.184 4.370
C -6.996 4.806 4.933
C -8.024 4.068 4.046
C -8.329 5.180 3.000
C -6.986 5.559 2.263
N -5.816 5.963 3.131
O -4.668 6.279 2.407
C -6.612 4.297 1.303
C -7.356 6.849 1.479
C -4.679 3.999 4.174
H -4.879 5.741 6.450
H -5.437 7.120 5.621
H -3.871 6.494 5.317
H -6.843 4.403 5.934
H -7.411 5.771 5.225
H -8.951 3.764 4.532
H -7.601 3.167 3.603
H -8.812 6.026 3.489
H -8.973 4.711 2.257
H -6.651 3.281 1.697
H -7.384 4.347 0.535
H -5.720 4.406 0.686
H -8.317 6.738 0.976
H -7.494 7.784 2.022
H -6.568 7.161 0.795
H -3.828 4.267 3.547
H -5.118 3.205 3.569
H -4.397 3.561 5.132
H -4.661 7.239 2.432
C 2.543 -0.748 3.041
C 3.998 -1.242 2.885
C 4.924 0.018 2.616
C 5.460 0.657 3.938
C 6.181 -0.394 4.896
C 5.156 -1.521 5.187
N 4.518 -2.111 3.952
O 3.643 -3.178 4.293
C 6.027 -2.704 5.686
C 4.186 -1.012 6.324
C 3.981 -2.020 1.572
H 2.221 -0.110 2.218
H 2.526 -0.116 3.929
H 1.710 -1.451 3.028
H 5.666 -0.254 1.866
H 4.354 0.810 2.131
H 4.721 1.129 4.586
H 6.010 1.467 3.458
H 6.506 0.091 5.817
H 7.096 -0.643 4.360
H 6.738 -2.953 4.898
H 6.634 -2.340 6.515
H 5.516 -3.615 5.997
H 3.461 -0.421 5.764
H 3.696 -1.766 6.939
H 4.651 -0.222 6.914
H 3.715 -1.341 0.762
H 3.190 -2.770 1.580
H 4.957 -2.458 1.360
H 4.036 -3.995 3.977
```

Output
charge = 0
SMILES = CC1(C)CCCC(C)(C)N1O.CC1(C)CCCC(C)(C)N1O.CC1(C)CCCC(C)(C)N1O.COC[C@H](C)N.COC[C@H](C)N.COC[C@H](C)N.COC[C@H](C)N.COC[C@H](C)N.COCCNCCOC.COCCNCCOC.COCCNCCOC.COCCNCCOC
relative energy (zero: lowest compared OMol25 entry of this formula, charge and spin) = 5.464 eV
E_HOMO = -8.2 eV

***

Number 1: E_LUMO 0.0684 Eh. Number 2: E_LUMO 0.0165 Eh.